{
  "formula": "C2H4Cl4N2O2P",
  "method": "the ωB97M-V functional and the def2-TZVPD basis",
  "elements": ["C", "C", "N", "N", "O", "O", "P", "Cl", "Cl", "Cl", "Cl", "H", "H", "H", "H"],
  "xyz": [[1.539206, 0.588158, 1.717768], [1.121200, 0.651346, 3.131370], [-1.230243, 0.123612, -1.362121], [0.118524, -0.521405, 0.783064], [-0.367589, 2.008285, 0.180642], [-2.329081, 0.477227, 0.975950], [-1.052388, 0.685806, 0.247973], [3.017050, -0.222300, 1.442624], [-0.457689, 1.415576, 3.303882], [2.331217, 1.624018, 4.057191], [1.100859, -0.956834, 3.888509], [1.383526, 1.484389, 1.119388], [-0.367344, 0.299025, -1.858833], [-1.452110, -0.863538, -1.380372], [-0.277070, -1.067838, 1.539139]],
  "atomic_forces_ev_per_a": [[1.511, 1.508, 1.406], [0.192, 0.099, -1.141], [0.133, 0.226, 0.338], [-2.248, 0.693, -0.165], [0.119, -0.306, -0.079], [0.062, -0.255, 0.114], [-0.576, -0.549, -1.322], [0.679, -0.254, -0.185], [0.138, -0.017, 0.191], [0.518, 0.584, 0.833], [-0.144, -0.523, 0.316], [-0.078, -0.346, 0.199], [0.016, -0.051, -0.218], [-0.083, -0.003, -0.100], [-0.239, -0.804, -0.186]],
  "mulliken_charge": [-0.545, 0.428, -0.747, -0.378, -0.721, -0.675, 0.986, -0.183, -0.069, -0.216, -0.166, 0.535, 0.245, 0.246, 0.262],
  "spin_multiplicity": 3,
  "lumo_ev": [3.0, 1.1],
  "gap_ev": [5.835, 6.861],
  "total_charge": -1,
  "s_squared": 2.01
}

=====

{
  "formula": "C36H103N5O13",
  "method": "the ωB97M-V functional and the def2-TZVPD basis",
  "elements": ["C", "C", "C", "O", "C", "N", "H", "H", "H", "H", "H", "H", "H", "H", "H", "H", "H", "C", "C", "C", "O", "C", "N", "H", "H", "H", "H", "H", "H", "H", "H", "H", "H", "H", "C", "C", "C", "O", "C", "N", "H", "H", "H", "H", "H", "H", "H", "H", "H", "H", "H", "C", "C", "C", "O", "C", "N", "H", "H", "H", "H", "H", "H", "H", "H", "H", "H", "H", "C", "C", "C", "O", "C", "N", "H", "H", "H", "H", "H", "H", "H", "H", "H", "H", "H", "C", "C", "O", "H", "H", "H", "H", "H", "H", "C", "C", "O", "H", "H", "H", "H", "H", "H", "C", "C", "O", "H", "H", "H", "H", "H", "H", "C", "C", "O", "H", "H", "H", "H", "H", "H", "C", "C", "O", "H", "H", "H", "H", "H", "H", "C", "C", "O", "H", "H", "H", "H", "H", "H", "C", "C", "O", "H", "H", "H", "H", "H", "H", "C", "C", "O", "H", "H", "H", "H", "H", "H"],
  "xyz": [[22.757870, 9.477513, -26.179410], [21.829214, 10.567136, -25.644279], [20.659270, 10.944292, -26.523849], [21.089182, 11.778608, -27.594774], [20.313329, 11.677677, -28.767116], [21.443750, 10.329955, -24.255699], [22.214310, 8.564154, -26.439579], [23.632549, 9.271146, -25.564697], [23.187390, 9.863886, -27.116085], [22.466233, 11.460776, -25.611019], [19.983658, 11.600914, -25.964323], [20.086159, 10.054797, -26.817348], [20.174528, 10.643276, -29.096537], [20.831598, 12.295348, -29.497152], [19.306901, 12.086533, -28.599100], [21.103460, 9.373992, -24.132468], [22.241423, 10.424093, -23.641418], [26.400215, 3.099149, -20.504866], [26.918010, 2.563918, -21.824038], [25.914460, 1.662611, -22.539709], [24.759033, 2.432627, -22.857792], [23.576915, 1.688703, -23.025231], [27.427158, 3.635459, -22.713657], [25.367752, 3.437785, -20.636595], [26.976685, 3.936320, -20.112406], [26.362995, 2.372475, -19.691002], [27.840223, 1.998666, -21.652280], [25.739212, 0.755125, -21.948258], [26.277819, 1.306636, -23.512644], [23.723144, 0.626054, -23.248967], [22.889262, 2.055617, -23.788575], [23.031058, 1.741801, -22.075427], [26.646261, 4.202163, -23.048316], [27.766111, 3.206034, -23.571209], [24.701886, 3.663756, -26.304821], [25.206666, 4.985696, -25.711900], [24.689820, 6.219751, -26.478491], [24.889116, 6.025153, -27.855054], [24.361581, 7.061959, -28.656525], [24.784445, 5.115996, -24.329137], [25.145063, 2.895379, -25.660286], [25.073911, 3.577065, -27.326725], [23.635764, 3.427669, -26.294416], [26.286755, 4.962666, -25.899171], [25.104858, 7.152500, -26.079376], [23.593477, 6.192052, -26.349686], [23.272868, 6.987755, -28.741423], [24.940949, 7.140454, -29.573361], [24.554101, 8.017525, -28.139897], [23.856800, 5.477187, -24.137810], [24.772811, 4.187840, -23.921285], [24.477908, 7.799875, -22.503112], [23.291305, 7.615516, -21.557996], [23.015245, 6.138258, -21.320765], [22.423063, 5.618553, -22.538221], [21.708916, 4.417541, -22.321545], [23.674674, 8.289588, -20.287039], [24.163995, 7.400853, -23.470002], [25.388088, 7.288187, -22.199808], [24.613336, 8.872568, -22.648220], [22.402955, 8.087600, -21.982172], [22.331852, 6.008994, -20.477553], [23.937723, 5.595983, -21.086741], [22.098935, 3.774100, -21.529706], [21.591007, 3.917690, -23.281748], [20.677764, 4.579188, -21.975583], [22.834152, 8.169173, -19.703949], [24.328101, 7.652513, -19.826522], [27.474908, 9.205491, -25.266584], [27.885055, 7.696414, -25.321653], [29.381886, 7.440319, -25.503178], [29.771633, 6.124566, -25.151605], [29.436882, 5.144654, -26.101669], [27.234589, 6.918714, -24.263460], [27.155521, 9.558593, -26.247466], [28.331244, 9.743200, -24.859403], [26.593143, 9.279449, -24.634240], [27.430629, 7.366695, -26.273171], [30.007356, 8.086129, -24.884131], [29.625671, 7.668006, -26.544091], [30.042037, 4.249146, -25.942833], [29.691592, 5.428564, -27.128455], [28.386212, 4.855944, -26.008735], [27.932482, 6.191733, -24.089948], [26.374905, 6.540441, -24.635186], [26.695362, 9.557593, -19.208746], [28.068284, 10.115250, -18.848242], [29.172381, 9.281249, -19.153922], [26.432453, 8.604794, -18.755241], [26.723940, 9.381650, -20.289132], [25.883544, 10.279962, -19.120566], [28.183424, 10.465177, -17.817875], [28.165353, 11.082170, -19.364678], [28.999284, 8.915803, -20.040950], [23.553611, 9.448813, -16.645546], [23.145402, 10.377366, -15.506207], [24.096318, 10.197984, -14.427876], [23.472777, 8.432563, -16.252510], [24.529445, 9.706479, -17.057179], [22.901864, 9.427464, -17.524180], [22.197865, 9.994423, -15.126581], [23.222520, 11.413837, -15.828554], [24.430036, 11.074867, -14.228980], [30.519455, 6.525311, -21.710903], [29.170125, 6.539217, -21.004969], [28.302304, 7.565737, -21.450760], [30.976569, 7.519210, -21.695241], [30.428082, 6.295520, -22.776804], [31.250340, 5.873280, -21.232558], [29.450959, 6.825037, -19.980194], [28.659505, 5.592899, -20.807096], [28.075081, 7.375492, -22.382813], [18.454532, 1.731135, -23.418133], [19.205175, 0.443718, -23.233977], [20.576965, 0.725019, -22.955457], [17.472316, 1.615842, -23.878337], [18.982170, 2.481573, -24.009152], [18.247755, 2.245411, -22.474482], [19.088920, -0.207751, -24.109440], [18.828164, -0.231708, -22.458336], [21.098863, -0.077815, -23.034149], [19.215901, 7.038328, -20.049203], [20.038016, 8.162529, -19.547694], [21.055088, 7.754261, -18.631804], [19.820225, 6.208722, -20.424090], [18.534622, 7.330065, -20.856614], [18.510398, 6.535190, -19.378668], [19.367630, 8.908526, -19.098126], [20.581460, 8.716738, -20.314525], [20.681532, 7.225861, -17.902416], [19.034563, 5.697043, -24.398483], [19.455501, 7.143802, -24.607119], [20.389070, 7.644285, -23.650409], [18.426810, 5.668311, -23.493609], [19.898866, 5.046254, -24.482926], [18.309401, 5.479512, -25.187534], [18.579216, 7.796197, -24.625514], [19.919338, 7.306502, -25.588187], [20.864176, 6.914840, -23.229390], [22.708903, 5.307844, -17.129408], [21.493999, 5.570021, -16.260043], [20.312693, 5.535492, -17.123125], [23.654832, 5.210760, -16.594646], [22.797694, 6.108102, -17.861712], [22.564888, 4.362430, -17.656004], [21.531887, 6.532237, -15.751223], [21.343859, 4.720226, -15.592186], [19.713563, 4.873388, -16.778650], [27.112437, 11.656109, -23.045634], [28.514732, 11.559828, -22.430216], [29.484932, 12.094155, -23.381629], [26.670685, 12.603321, -22.749094], [26.608691, 10.772187, -22.651845], [27.133150, 11.570433, -24.128389], [28.729399, 10.524025, -22.168243], [28.588851, 12.337124, -21.667316], [30.334196, 12.072966, -22.929214]],
  "atomic_forces_ev_per_a": [[-0.179, 0.431, -1.534], [1.637, 0.434, 1.006], [-0.584, 0.809, 0.424], [0.499, -1.055, -0.373], [-0.247, 0.366, 0.508], [-0.786, -0.275, -0.061], [0.102, -0.136, 0.267], [-0.294, -0.059, 0.457], [-0.133, -0.217, -0.077], [-0.237, 0.130, -0.076], [-0.090, -0.483, 0.472], [0.121, 0.038, -0.471], [0.296, -0.013, -0.136], [-0.149, -0.210, -0.262], [0.021, 0.068, -0.065], [0.071, 0.316, 0.051], [0.092, 0.070, -0.079], [-0.694, 0.339, 0.285], [1.181, -0.010, -0.796], [0.156, 0.015, -0.372], [-0.042, -0.170, -0.061], [-0.780, -0.504, 0.878], [-0.769, 0.282, -0.114], [0.069, 0.163, -0.001], [0.150, 0.029, -0.322], [0.129, -0.337, -0.282], [-0.296, -0.444, 0.240], [-0.570, 0.234, 0.197], [0.536, -0.032, 0.170], [0.438, 0.073, -0.052], [0.472, 0.460, -0.125], [-0.152, -0.226, -0.133], [0.034, 0.206, 0.306], [0.225, -0.112, 0.149], [0.700, -0.250, -0.086], [-1.831, 0.211, -1.133], [-1.234, -1.371, -0.053], [0.872, 0.007, -0.397], [0.514, 0.962, 1.239], [0.930, -0.500, 0.476], [0.138, -0.191, -0.323], [-0.041, -0.299, 0.041], [-0.176, 0.720, 0.059], [0.117, 0.032, 0.734], [-0.001, 0.097, -0.236], [0.045, 0.504, 0.462], [0.090, -0.185, -0.479], [-0.456, -0.468, -0.286], [-0.138, -0.011, -0.121], [-0.011, 0.223, -0.556], [0.100, -0.012, 0.249], [-1.338, 0.161, -0.842], [1.752, 0.096, 0.592], [-0.552, 0.262, -0.640], [-0.036, -0.227, 0.797], [-0.962, -0.062, 0.101], [-1.400, -0.913, 0.183], [0.354, 0.015, -0.094], [0.020, 0.129, 0.180], [0.381, -0.013, 0.161], [-0.022, 0.074, 0.138], [-0.227, 0.004, -0.028], [0.089, -0.045, -0.142], [0.675, -0.054, -0.384], [0.383, -0.279, 0.113], [-0.028, 0.517, -0.040], [0.387, 0.452, 0.166], [0.303, 0.315, -0.094], [0.576, -1.281, 0.086], [-1.706, 0.585, -1.567], [0.038, 0.281, 0.528], [0.252, 0.014, -0.238], [0.157, -0.568, -0.189], [1.971, 0.543, 0.208], [0.458, 0.227, -0.051], [-0.335, 0.561, -0.024], [0.169, 0.097, 0.281], [0.166, -0.228, -0.001], [-0.171, 0.098, 0.184], [0.137, -0.083, -0.078], [-0.014, 0.097, 0.459], [-0.328, 0.396, 0.012], [-0.052, 0.064, -0.292], [-0.795, -0.544, 0.213], [0.122, -0.255, 0.740], [0.419, -0.009, -0.910], [-0.123, 1.188, 0.256], [-0.456, -0.185, -0.315], [0.072, 0.053, 0.314], [-0.030, -0.263, -0.007], [0.094, 0.050, 0.498], [-0.152, -0.716, 0.245], [0.032, -0.126, -0.430], [0.047, 0.047, 0.258], [-0.341, -0.106, -0.307], [1.080, -1.046, -0.239], [-0.195, 0.239, -0.243], [0.646, -0.080, -0.073], [0.216, -0.315, 0.402], [-0.386, 0.440, 0.277], [-0.369, 0.846, -0.092], [-0.811, 0.084, 0.050], [0.156, -0.101, 0.214], [-0.174, 0.082, -0.895], [1.057, 0.602, 1.997], [0.042, -0.286, -0.634], [-0.270, 0.117, 0.265], [0.062, -0.379, 0.089], [-0.223, -0.288, -0.046], [-0.314, 0.170, 0.008], [0.058, -0.209, -1.005], [-0.353, 0.235, 0.243], [-0.593, 0.876, 0.552], [0.190, -1.093, -0.280], [0.013, 0.324, -0.155], [0.084, -0.374, -0.087], [0.298, -0.380, -0.211], [0.177, -0.220, 0.149], [0.333, 0.403, -0.401], [-0.368, 0.586, 0.413], [-0.124, -0.082, 0.021], [-1.034, -1.537, -1.185], [0.130, 0.841, 1.004], [-0.084, 0.072, 0.277], [0.231, 0.164, -0.170], [0.394, 0.312, -0.182], [0.399, 0.485, 0.721], [0.156, -0.013, 0.197], [-0.140, -0.325, -0.329], [-0.201, 0.141, -0.642], [-0.671, 1.254, -0.559], [0.466, 0.382, -0.491], [-0.531, -0.316, 0.349], [0.564, -0.544, 0.374], [-0.171, -0.334, 0.392], [0.247, -0.272, -0.170], [0.002, 0.024, 0.387], [-0.047, -0.390, -0.138], [0.176, -0.081, -0.125], [0.009, -0.029, -0.208], [-0.445, -1.124, -0.659], [0.470, 0.393, 0.209], [-0.154, 0.235, 0.282], [0.122, -0.011, -0.110], [-0.071, 0.068, -0.090], [-0.006, -0.112, 0.180], [0.351, 0.421, 0.571], [-0.148, 0.047, 0.022], [0.808, -0.406, 0.487], [0.178, 1.725, -1.364], [-0.150, -0.789, -0.121], [-0.397, -0.166, -0.082], [-0.694, 0.369, -0.017], [0.120, 0.099, -0.007], [0.297, 0.168, 0.367], [-0.279, -0.984, 0.992], [0.039, 0.054, -0.127]],
  "mulliken_charge": [-0.725, 0.277, -0.983, -0.334, -0.716, -0.562, 0.107, -0.046, 0.562, 0.421, 0.358, 0.278, 0.308, 0.254, 0.287, 0.284, 0.382, -1.100, 0.136, -1.086, 0.186, -1.315, -0.241, -0.044, 0.287, 0.412, 0.457, 0.504, 0.455, 0.463, 0.289, 0.411, -0.348, 0.301, -1.866, 2.297, 0.297, -0.490, -0.686, 1.842, 0.409, 0.489, 0.267, -1.434, -0.188, 0.434, 0.278, 0.345, 0.172, -1.185, -0.641, -0.625, 0.425, -0.558, 1.265, -0.811, -0.415, -0.518, -0.022, 0.352, -0.005, 0.328, -0.009, 0.312, 0.075, 0.096, -0.203, 0.306, -1.134, 0.961, -1.109, -0.318, -0.441, 1.758, 0.188, 0.482, 0.089, 0.165, 0.331, 0.458, 0.285, 0.311, -0.039, 0.202, -1.697, -0.375, -0.505, -0.617, 0.212, -0.070, 0.385, 0.394, 0.127, 0.239, -0.153, -0.510, -0.531, 0.136, 0.078, 0.079, 0.214, 0.407, 0.307, -0.969, 0.183, -0.154, 0.242, 0.049, 0.451, 0.448, -0.211, -0.323, -0.923, -0.300, -0.405, 0.407, 0.134, 0.256, 0.318, 0.304, 0.236, -1.037, -0.190, -0.348, 0.099, 0.346, 0.438, 0.378, 0.235, 0.202, -1.079, -0.478, -0.435, 0.249, 0.195, 0.487, 0.438, 0.175, -0.061, -0.449, -0.394, -0.594, 0.411, -0.244, 0.323, 0.151, 0.467, 0.311, -0.596, -0.059, -0.610, 0.429, -0.173, 0.281, 0.110, 0.416, 0.301],
  "lumo_ev": 0.2,
  "gap_ev": 8.830,
  "e_above_lowest_ev": 2.588
}

=====

Which formula does entry 1 have? C2H4Cl4N2O2P